# C22H18ClF3N5ORe

A structure of composition C22H18ClF3N5ORe (wB97M-V/def2-TZVPD, the OMol25 dataset).

Kohn-Sham gap (spin up / spin down) = 5.59 / 5.12 eV
2S+1 = 2
<S²> = 0.839
total charge = +3
HOMO energy (spin up / spin down) = -17.5 / -17.3 eV
calculated total energy = -2035.23276 a.u.
LUMO (spin up / spin down) = -11.9 / -12.2 eV

```
51
Properties=species:S:1:pos:R:3:forces:R:3:lowdin_spin:R:1
Re 0.55588 -0.32466 0.15986 -2.09 2.50 1.23 0.646
Cl 1.18365 5.86029 3.85958 0.00 -0.04 -0.03 0.039
C 0.82971 4.59322 2.79544 -0.01 -0.13 0.01 0.051
C 0.57668 4.88616 1.42723 0.01 -0.01 0.06 0.006
C 0.28617 3.88935 0.54666 -0.08 -0.31 -0.27 0.019
C 0.27446 2.53416 0.96332 0.28 0.73 0.68 0.046
O 0.02281 1.61095 0.09700 0.38 -2.38 -0.40 0.089
C 0.48728 2.23952 2.36738 0.08 -0.21 -0.54 0.035
C 0.13224 0.96155 2.86141 -0.02 0.15 0.27 -0.019
N -0.06474 -0.10775 2.12626 0.84 -0.39 -1.54 0.036
C -0.91410 -1.16307 2.54981 -0.44 -0.31 0.21 0.008
C -1.18957 -1.54667 3.84554 0.23 0.17 -0.15 0.006
C -2.17281 -2.51563 4.09482 -0.16 -0.15 0.00 0.002
C -2.89849 -3.06840 3.06889 0.04 0.02 0.05 0.010
C -2.63658 -2.69369 1.73011 0.09 0.04 -0.11 0.000
C -3.35494 -3.17551 0.61479 0.10 0.06 0.09 -0.003
C -3.04409 -2.71387 -0.64776 0.00 -0.01 -0.04 -0.002
C -1.99753 -1.81226 -0.81039 -0.20 -0.14 -0.10 0.002
N -1.26956 -1.35671 0.21599 0.25 -0.05 -0.07 -0.004
C -1.60994 -1.76316 1.48073 -0.02 0.02 0.29 0.001
C 0.75552 3.29128 3.25100 0.02 0.17 0.19 -0.009
H 0.61171 5.91454 1.09066 0.00 0.01 0.05 0.000
H 0.08112 4.09903 -0.49557 0.01 0.03 0.02 0.000
H -0.13243 0.90278 3.91503 -0.05 -0.03 -0.03 -0.001
H -0.64532 -1.12074 4.67984 -0.04 0.01 0.02 0.000
H -2.37266 -2.81251 5.11536 0.02 0.01 0.00 0.000
H -3.67748 -3.79253 3.27113 0.00 0.01 0.02 0.000
H -4.15212 -3.89489 0.76082 -0.02 0.01 -0.02 0.000
H -3.59381 -3.05230 -1.51487 0.00 0.04 -0.01 0.000
H -1.74837 -1.44148 -1.79841 0.08 -0.01 0.02 0.001
H 0.90101 3.08870 4.30495 -0.04 0.00 0.00 -0.001
N 2.66863 -2.39967 0.01295 0.40 0.08 0.20 0.029
N 1.35323 -2.24826 -0.56973 0.28 0.52 0.25 0.007
H 3.35185 -2.68677 -0.67936 -0.08 -0.16 -0.10 0.002
H 2.64377 -3.09537 0.74846 -0.09 -0.11 -0.02 0.000
H 0.79305 -3.08497 -0.40642 -0.21 0.05 0.00 0.001
H 1.44268 -2.19686 -1.58631 0.10 -0.08 -0.07 0.001
F 5.55054 4.17899 -0.23003 0.11 -0.11 -0.01 0.000
C 6.01393 2.91901 -0.22963 -0.04 0.13 0.05 0.000
F 6.67411 2.70275 -1.35916 0.00 0.00 0.01 0.000
F 6.83083 2.76110 0.80456 -0.01 0.00 -0.06 0.000
C 4.80974 1.99555 -0.12310 -0.09 -0.05 0.06 0.000
C 3.99544 1.80902 -1.23569 -0.05 -0.08 0.03 0.000
C 2.83887 1.07916 -1.07798 0.18 0.12 -0.11 -0.002
N 2.47753 0.53254 0.10227 0.22 -0.12 -0.19 0.000
C 3.30015 0.67407 1.15511 0.04 -0.05 0.15 0.003
C 4.47060 1.40209 1.08428 0.01 0.00 -0.11 0.000
H 4.25455 2.22893 -2.19865 -0.03 0.03 0.01 0.000
H 2.15753 0.94643 -1.91482 0.01 0.02 0.02 0.000
H 3.00536 0.18117 2.07243 -0.02 0.00 -0.02 0.001
H 5.10980 1.50095 1.95087 -0.03 0.01 0.02 0.000
```
Forces are in eV/Å.

# C3H34NO15

A cluster of 14 separate species, C3H34NO15 in total (wB97M-V/def2-TZVPD, the OMol25 dataset).

Kohn-Sham gap = 8.92 eV
total charge = -1
HOMO energy = -6.4 eV
calculated total energy = -1318.12991 a.u.
LUMO = 2.5 eV

```
53
Properties=species:S:1:pos:R:3:forces:R:3:lowdin_charge:R:1
C 0.76493 0.49811 1.89404 1.27 -0.77 -0.55 -0.200
O 1.59364 -0.44087 2.58220 -0.06 0.77 0.56 -0.149
C 0.21966 -0.18272 0.60558 -1.55 0.43 0.30 -0.308
C 0.13299 -1.72770 0.55874 0.03 0.11 -0.44 -0.194
O 0.54527 -2.18724 -0.72331 -0.07 0.59 -0.09 -0.146
N -1.14128 0.40132 0.36660 1.09 0.02 0.55 0.069
H 1.38184 1.33847 1.51446 -0.29 -0.06 0.50 0.121
H 0.02941 0.86759 2.62200 -0.04 -0.18 -0.61 0.111
H 0.94948 0.09587 -0.17381 -0.40 -0.10 0.04 0.113
H 0.79857 -2.19520 1.28148 -0.29 0.04 0.37 0.108
H -0.91566 -2.07090 0.68141 0.46 0.16 0.31 0.120
H 1.38149 -1.62848 -0.95089 -0.02 -0.80 -0.47 0.019
H -0.98944 1.26212 -0.14347 -0.52 -0.25 -0.16 0.017
H -1.76453 -0.19921 -0.15436 0.22 0.00 -0.27 0.027
H -1.46014 1.98772 -2.56913 -0.34 0.19 0.23 0.078
H -0.26348 1.15826 -2.40362 -0.40 0.13 0.45 0.050
O -0.70368 1.93492 -1.97353 -0.11 -0.46 -0.97 -0.106
H -0.52181 -0.87111 4.17782 -0.15 -0.09 0.45 0.029
H -0.79429 -1.02285 2.76396 -0.48 -0.09 -0.10 -0.002
O -1.27598 -1.03895 3.60475 0.34 -0.06 -0.31 -0.050
H 3.27406 -1.06999 -0.05585 0.07 -0.31 0.44 -0.010
H 4.52994 -0.76937 0.78694 -0.12 0.00 0.42 0.038
O 3.62762 -1.07891 0.93083 0.20 0.09 -0.68 -0.122
H -4.28789 -0.53494 -0.62167 -0.25 -0.17 0.26 0.068
H -3.92772 -1.91321 0.12321 -0.23 0.37 -0.10 0.032
O -3.64339 -1.23689 -0.51970 0.27 -0.13 -0.29 -0.062
H -0.11844 -0.92695 -2.83242 0.29 0.09 -0.05 0.031
H -1.47415 -0.77393 -3.39218 0.51 0.17 0.11 0.053
O -0.61758 -0.29964 -3.37039 -0.12 -0.15 -0.46 -0.067
H 2.40009 -0.62375 2.05383 0.09 0.20 -0.17 0.035
H 3.04664 -1.45581 -2.17185 -0.05 0.06 0.29 0.013
O 2.68594 -1.00750 -1.39779 -0.04 0.48 -0.28 -0.326
H -2.37327 -1.85711 -1.63202 0.40 -0.49 -0.25 -0.005
H -0.86441 -2.30511 -1.74499 -0.24 -0.20 0.27 0.001
O -1.73712 -2.34541 -2.19808 -0.56 -0.01 0.16 -0.105
H 2.15287 -2.47754 3.24879 -0.14 0.50 -0.05 0.009
H 1.61517 -1.72512 4.49886 0.15 0.37 -0.54 0.008
O 1.90998 -2.57135 4.17013 0.15 -1.24 0.81 -0.062
H 0.29249 3.70956 -1.25604 0.16 0.27 0.40 0.003
H 0.16334 3.06960 0.11855 0.05 0.28 -0.03 0.023
O 0.09454 3.92517 -0.32509 0.27 0.04 0.08 -0.070
H -3.47455 -1.51920 1.94659 -0.31 0.08 0.05 0.043
H -3.36187 -2.89444 2.45426 -0.27 -0.27 -0.08 0.059
O -3.96865 -2.35723 1.92507 0.72 0.30 0.32 -0.063
H 3.89977 1.72335 -1.54600 0.13 0.37 -0.05 0.036
H 2.80006 0.70633 -1.41620 -0.16 0.17 -0.12 0.002
O 2.95014 1.69949 -1.41375 -0.10 -0.72 0.15 -0.093
H 0.34379 3.00761 -2.99633 0.75 0.18 -0.10 0.003
H 1.70705 2.80015 -2.33635 0.32 0.05 -0.40 -0.008
O 1.25119 3.37014 -2.98781 -0.34 0.09 0.07 -0.101
H -1.94003 4.61022 -0.60918 0.40 -0.09 0.13 0.012
H -2.24837 3.14339 -0.46207 0.21 -0.01 0.07 -0.011
O -2.67423 3.99922 -0.53220 -0.92 0.06 -0.18 -0.073
```
Forces are in eV/Å.

# ClH6N4P

A cluster of 2 separate species, ClH6N4P in total (wB97M-V/def2-TZVPD, the OMol25 dataset).

Kohn-Sham gap (spin up / spin down) = 8.28 / 7.51 eV
total charge = 0
HOMO energy (spin up / spin down) = -8.5 / -7.2 eV
calculated total energy = -1024.03224 a.u.
LUMO (spin up / spin down) = -0.2 / 0.3 eV

```
12
Properties=species:S:1:pos:R:3:forces:R:3:lowdin_charge:R:1
N -1.33595 -2.03166 -0.03989 1.81 1.09 -0.95 -0.116
N 0.36618 2.04909 0.74507 -3.61 -0.13 2.39 -0.135
N -1.32086 -0.77560 -0.70695 0.63 -0.46 1.64 -0.119
N 1.33180 1.55882 -0.12756 0.14 -0.50 -0.67 -0.500
P 1.37296 -0.07329 -0.70850 -0.32 1.54 -1.25 0.426
Cl 1.63800 -0.96882 1.03391 0.12 -0.88 1.41 0.164
H -0.46141 -1.92913 0.55311 -1.71 -0.67 -0.35 -0.025
H -1.22953 -2.89884 -0.61812 -0.13 1.16 0.29 0.082
H -0.60139 1.60847 0.62286 1.81 0.58 -0.45 0.071
H 0.44375 1.98404 1.81178 1.30 -0.22 -2.25 0.091
H -1.62639 -0.76467 -1.67305 -0.19 -0.93 -0.29 0.006
H 1.42283 2.24157 -0.89266 0.16 -0.57 0.47 0.054
```
Forces are in eV/Å.

# C4H10N2

The molecule C4H10N2 (wB97M-V/def2-TZVPD, the OMol25 dataset).

Kohn-Sham gap = 10.02 eV
total charge = 0
HOMO energy = -8.8 eV
calculated total energy = -267.86543 a.u.
LUMO = 1.2 eV

```
16
Properties=species:S:1:pos:R:3:forces:R:3:lowdin_charge:R:1
C 2.26601 -0.13753 -0.93959 -0.02 -0.79 -0.27 -0.063
N 1.08669 -0.56703 -0.87153 -0.52 -0.51 -0.18 -0.039
C 0.60484 -0.99205 0.43745 0.58 0.65 0.79 -0.239
C -0.42477 -0.03824 1.07807 -0.74 0.67 -0.34 -0.191
C -1.08759 0.96992 0.11127 0.79 -0.68 0.48 -0.315
N -1.73544 0.27134 -0.98781 -0.46 0.33 -0.12 -0.009
H 2.68127 -0.01880 -1.93849 0.10 0.57 0.13 0.067
H 2.92768 -0.06640 -0.06831 0.07 0.12 0.02 0.072
H 1.51858 -1.03281 1.04803 -0.35 -0.15 0.55 0.088
H 0.17871 -1.99338 0.45599 0.13 -0.08 -0.72 0.107
H -1.29884 -0.53101 1.51756 0.34 -0.65 -0.02 0.098
H -0.00318 0.50829 1.92421 0.24 0.11 -0.19 0.100
H -1.74357 1.56778 0.75581 -0.09 0.22 -0.29 0.100
H -0.30884 1.59788 -0.32393 -0.13 0.23 0.03 0.097
H -2.36019 -0.46743 -0.68730 0.04 0.05 0.24 0.065
H -2.30136 0.92945 -1.51141 0.04 -0.11 -0.12 0.063
```
Forces are in eV/Å.

# C5H4N2O

The molecule C5H4N2O (wB97M-V/def2-TZVPD, the OMol25 dataset).

Kohn-Sham gap = 8.81 eV
total charge = 0
HOMO energy = -9.8 eV
calculated total energy = -377.49190 a.u.
LUMO = -1.0 eV

```
12
Properties=species:S:1:pos:R:3:forces:R:3:lowdin_charge:R:1
C -2.16927 0.01884 0.03434 1.97 2.61 -0.14 -0.020
C -1.37969 -1.03493 0.03194 -1.64 -1.95 0.47 -0.055
C -0.02100 -0.65981 0.05380 0.25 -3.47 -1.89 -0.300
N 1.11626 -1.26415 -0.15681 -0.08 2.41 1.68 0.207
O 2.11574 -0.23726 0.01322 -2.33 0.46 -1.53 -0.161
C 1.37720 1.09248 0.12594 0.43 0.82 -0.36 -0.024
C -0.16115 0.70770 -0.10108 6.18 3.43 1.05 -0.332
N -1.28579 1.23899 -0.14304 -2.13 -0.23 0.26 0.149
H -3.17879 0.18183 0.31877 -0.71 -0.16 -0.40 0.100
H -1.77600 -1.96846 0.17585 -0.59 -2.36 0.25 0.085
H 1.88807 1.96481 -0.67070 -1.34 -2.75 2.91 0.195
H 1.45101 1.15036 1.29966 0.01 1.18 -2.30 0.158
```
Forces are in eV/Å.

Max |F|
In order: 3.48; 1.64; 4.34; 1.17; 7.15
Unit: eV/Å